# C29H57BaCl3N2O3PSi

C29H57BaCl3N2O3PSi as an isolated structure in a non-equilibrium geometry (the ωB97M-V functional and the def2-TZVPD basis, the OMol25 dataset).

```
97
Properties=species:S:1:pos:R:3:lowdin_charge:R:1
C -2.57456 -2.02526 -5.01985 -0.070
C -1.83732 -2.53251 -3.79528 -0.216
H -3.26802 -2.78996 -5.38358 0.073
H -1.90967 -1.75944 -5.86594 0.088
H -3.15850 -1.13661 -4.77622 0.070
C -1.02524 -3.58842 -3.94035 -0.122
C -1.03077 -4.42782 -5.16015 -0.119
H -0.36482 -3.94403 -3.15515 0.084
H -0.50918 -3.90136 -5.97897 0.078
H -2.05662 -4.63379 -5.52204 0.074
H -0.48662 -5.36083 -5.00040 0.063
Ba 2.27551 1.51385 0.34554 1.340
Cl -0.47263 0.21686 1.14367 -0.026
Cl 4.41290 2.49464 -1.26346 -0.589
H 0.92647 6.45193 3.67650 0.087
H -1.35122 6.77370 3.00435 0.091
C 1.22302 5.95626 2.75044 -0.026
C -1.12424 6.34438 2.00714 -0.048
N 0.01560 5.42707 2.12722 -0.191
H 1.90178 5.11986 2.93354 0.089
C -0.02661 4.20562 1.57816 -0.275
O 0.92389 3.38087 1.65035 -0.275
H -1.99673 5.79848 1.62011 0.090
H -0.98105 3.96978 1.04120 0.153
H 1.68279 6.69294 2.08274 0.098
H -0.88365 7.18987 1.33152 0.094
H 3.01010 -1.18747 -3.47126 0.076
H 2.84339 -4.31253 -2.61100 0.085
C 3.85625 -1.34826 -2.77964 -0.065
C 3.79076 -3.82405 -2.33236 -0.048
N 3.57322 -2.45573 -1.85916 -0.166
H 4.03561 -0.43306 -2.20733 0.042
C 3.27728 -2.23294 -0.56460 -0.325
O 3.12363 -1.10855 -0.02650 -0.228
H 4.25479 -4.42101 -1.54081 0.085
H 3.16235 -3.17189 0.01093 0.124
H 4.73781 -1.61740 -3.36678 0.081
H 4.44286 -3.81454 -3.21376 0.084
O -0.90184 -0.66378 -2.93551 -0.375
C -1.82817 -1.68909 -2.54347 -0.262
C -0.02818 -2.89674 -1.16011 -0.069
C -1.33338 -2.39456 -1.24079 -0.150
H 0.66570 -2.66195 -1.96842 0.093
C 0.35862 -3.72202 -0.09481 -0.096
H -2.83760 -1.24595 -2.42885 0.139
C -2.17246 -2.53630 -0.11816 -0.053
H 1.35091 -4.12649 -0.05526 0.074
C -0.57770 -4.10040 0.86361 -0.118
C -1.81677 -3.44860 0.89120 -0.100
H -3.12601 -1.98172 -0.08808 0.114
H -0.37017 -4.92136 1.56208 0.104
H -2.55187 -3.70495 1.67049 0.100
Si -0.64048 1.03606 -3.22041 0.194
Cl 1.20973 0.22923 -1.82750 0.115
C 0.58166 2.58434 -3.44047 -0.266
C -2.04893 1.78970 -2.28094 -0.165
C -0.94861 0.65144 -5.00450 -0.176
H 0.72098 3.16512 -2.51432 -0.006
H 0.16042 3.29204 -4.17852 0.010
H 1.59481 2.30986 -3.79981 0.012
H -0.15912 -0.00876 -5.40452 0.051
H -1.11530 1.52322 -5.64961 0.026
H -1.89403 0.09174 -5.00794 -0.012
H -2.56630 1.00881 -1.71066 0.020
H -2.72005 2.20749 -3.04565 0.030
H -1.72552 2.58860 -1.61348 0.010
C 1.76809 -2.78070 2.84626 -0.132
C 0.55015 -2.32623 3.62975 -0.541
C 0.81443 -2.40504 5.14049 -0.157
P -0.04308 -0.63795 3.19723 0.681
C -1.76881 -0.32978 3.80008 -0.551
C -2.25779 -1.22729 4.95169 -0.135
C -1.98092 1.16145 4.08958 -0.142
C 1.17099 0.57447 3.81703 -0.555
C 1.06102 0.77139 5.33158 -0.138
C 2.63013 0.23449 3.43936 -0.157
H 2.70315 -2.38914 3.27493 0.066
H 1.70411 -2.50910 1.79178 0.038
H 1.79507 -3.87434 2.92321 0.077
H -0.32212 -2.96483 3.38448 0.083
H 1.79014 -1.98989 5.41722 0.054
H 0.04849 -1.95282 5.77920 0.043
H 0.84434 -3.46470 5.40881 0.052
H -2.38354 -0.57290 2.92221 0.070
H -1.76821 -0.99227 5.90969 0.061
H -3.33800 -1.07701 5.10237 0.067
H -2.11397 -2.29466 4.74279 0.065
H -1.47678 1.81354 3.37378 0.042
H -3.04540 1.40751 4.02525 0.071
H -1.65130 1.45142 5.09034 0.057
H 0.89367 1.52235 3.30730 0.057
H 1.71391 0.08634 5.88938 0.060
H 1.40439 1.79043 5.55296 0.062
H 0.04269 0.68137 5.72808 0.047
H 2.75776 -0.20037 2.43196 0.004
H 3.22032 1.16652 3.48443 0.075
H 3.08609 -0.45054 4.17204 0.071
```

Properties
LUMO = 1.97 eV
ΔE to the lowest compared entry with this formula, charge and spin = 4.120 eV
Frontier orbital gap = 2.728 eV
Net charge = -1